w.
DFT (ωB97M-V/def2-TZVPD) results for 2 unconnected molecules or ions with the total composition C5H14.

Element x y z (Å)
H1 0.50766 -0.24715 -3.16660
H2 -3.14645 -0.92866 1.83463
H3 2.86592 0.08570 -0.21550
H4 -1.05294 -0.61543 2.94123
C1 0.93098 -0.48731 -2.18425
H5 1.91775 1.46299 0.45831
H6 -2.16985 -1.16698 0.35424
H7 -1.30964 0.98292 2.28724
C2 1.09716 0.73362 -1.30678
H8 -2.91614 0.37272 0.75459
C3 -2.40620 -0.49637 1.17072
H9 -0.19451 -0.26891 1.69235
H10 1.64340 1.50455 -1.85031
H11 1.87938 -0.96641 -2.44742
H12 0.23488 -1.24719 -1.82328
H13 0.10551 1.12303 -1.07546
C4 1.87317 0.48147 -0.00437
C5 -1.21405 -0.04875 2.00654
H14 1.35396 -0.27385 0.57413

Values from the calculation:
HOMO energy = -11.16 eV
Net charge = 0
SMILES = CCC.CC

=====

x.
DFT (ωB97M-V/def2-TZVPD) results for 2 unconnected molecules or ions with the total composition C5H14.

Element x y z (Å)
C1 0.60413 2.47691 1.83033
H1 1.45208 -0.52227 2.14315
H2 -0.87332 -2.50188 -3.16676
H3 -0.04973 -2.19331 -0.90865
H4 1.06990 2.47097 2.79313
H5 -0.09929 1.53017 0.22223
H6 0.93310 -0.80556 0.41501
C2 -0.94723 -1.68436 -1.30939
H7 -1.81389 -1.02408 -3.12143
H8 0.08762 -0.93448 -2.93612
C3 0.18585 1.03449 1.28257
H9 1.02177 3.10351 1.21207
H10 -0.42801 2.66182 2.17876
H11 -0.67578 0.52284 1.73546
H12 -1.11482 -0.83537 -0.69753
C4 -0.91320 -1.46334 -2.77723
C5 1.27643 -0.05158 1.09847
H13 2.12339 0.51993 0.83533
H14 -1.83900 -2.30440 -0.82940

Values from the calculation:
HOMO energy = -10.63 eV
Net charge = 0
SMILES = CCC.CC

=====

Energies relative to the most stable structure, in kcal/mol: w 0.0; x 36.4.

=====

w.
DFT (ωB97M-V/def2-TZVPD) results for 2 unconnected molecules or ions with the total composition C5H14.

Element x y z (Å)
H1 -0.81378 -2.23308 -2.00804
H2 -0.60236 0.49088 1.02942
H3 0.70822 1.43444 1.60609
H4 0.20645 0.18154 2.61318
C1 -1.04130 1.93909 2.72908
C2 0.91084 -0.98561 -1.35175
C3 0.17851 -2.33098 -1.56373
H5 -0.42990 2.78730 3.02374
H6 -0.06340 -2.79322 -0.59872
H7 0.81011 -3.05475 -2.06926
H8 -1.89623 2.31740 2.17041
H9 -0.72567 0.36498 -1.88510
H10 0.82327 1.12673 -1.87810
H11 0.93945 -0.76272 -0.28892
H12 -1.45943 1.45969 3.61351
C4 0.32574 0.18306 -2.12370
H13 1.91851 -1.13412 -1.74405
C5 -0.20517 0.92307 1.93217
H14 0.41614 0.08631 -3.20623

Values from the calculation:
HOMO energy = -11.43 eV
Net charge = 0
SMILES = CCC.CC

=====

x.
DFT (ωB97M-V/def2-TZVPD) results for 2 unconnected molecules or ions with the total composition C5H14.

Element x y z (Å)
H1 1.36807 -2.60592 0.66896
H2 -0.30329 -0.80780 -1.83349
H3 -2.36500 1.28511 2.12179
C1 -0.92717 1.66906 0.55654
H4 -2.99042 2.32619 0.86119
H5 0.21914 -2.48800 -1.74251
H6 -0.10701 1.25301 1.14432
H7 2.62305 -1.34285 -1.19799
H8 -1.87388 2.93762 2.07859
C2 1.61698 -1.04402 -0.87211
H9 1.89487 -1.04257 1.29292
C3 0.56613 -1.46464 -1.88231
C4 -2.09471 2.08622 1.43094
H10 -0.51163 2.47406 -0.05548
H11 0.25587 -1.26216 0.77059
H12 1.68501 0.04316 -0.81700
H13 0.90529 -1.37383 -2.92035
C5 1.29033 -1.52716 0.52438
H14 -1.25162 0.88454 -0.12897

Values from the calculation:
HOMO energy = -11.31 eV
Net charge = 0
SMILES = CCC.CC

=====

Energies relative to the most stable structure, in kcal/mol: w 7.5; x 0.0.